{"formula": "C25H38BF2NO7PSi2", "method": "the ωB97M-V functional and the def2-TZVPD basis", "elements": ["C", "C", "C", "C", "C", "Si", "C", "C", "C", "C", "C", "C", "C", "C", "O", "Si", "C", "C", "C", "O", "C", "C", "C", "C", "C", "C", "C", "P", "N", "O", "H", "H", "H", "H", "H", "H", "H", "H", "H", "H", "H", "H", "H", "H", "H", "H", "H", "H", "H", "H", "H", "H", "H", "H", "H", "H", "H", "H", "H", "H", "H", "H", "H", "H", "H", "H", "H", "H", "B", "O", "C", "O", "C", "O", "O", "F", "F"], "positions_angstrom": [[1.4026, -3.9781, 3.3324], [1.9826, -4.1165, 1.8526], [1.7147, -2.7753, 1.0128], [3.0237, -2.5103, 0.1415], [4.1551, -1.8326, 1.0100], [2.5583, -1.4976, -1.4403], [3.8069, -0.1119, -1.8539], [3.7647, 1.1455, -0.9275], [4.8823, 1.3015, 0.0179], [5.0295, 2.3966, 0.9579], [4.0153, 3.4487, 0.9485], [2.9128, 3.3413, 0.0006], [1.8739, 4.5310, 0.0078], [2.7465, 2.2006, -0.9326], [0.9577, -0.9496, -1.1926], [-0.1089, -1.2954, -2.4868], [-1.9234, -0.8768, -2.0152], [-2.0378, 0.2418, -0.9028], [-1.7315, 1.6383, -1.5748], [-3.3201, 0.1472, -0.2609], [-4.3699, 0.6543, -1.0582], [-5.7808, 0.2495, -0.4921], [-5.9824, -0.6987, 0.5946], [-7.3313, -1.0255, 1.0817], [-8.5441, -0.4183, 0.5119], [-8.3416, 0.5081, -0.6030], [-6.9991, 0.8297, -1.0913], [2.7276, -3.0024, -3.1260], [3.3484, -2.0791, -4.5062], [3.9622, -4.0989, -2.7357], [2.0039, -3.2376, 3.9200], [1.4166, -4.9787, 3.8351], [0.3424, -3.6164, 3.2044], [1.5154, -4.9889, 1.3189], [3.0966, -4.2997, 1.9018], [1.5951, -1.9427, 1.7514], [0.8099, -2.9784, 0.3905], [3.4106, -3.5328, -0.1515], [5.0570, -1.5584, 0.4112], [3.7065, -0.8957, 1.4534], [4.3887, -2.4919, 1.8918], [4.8508, -0.5354, -1.7978], [3.6598, 0.1744, -2.9375], [5.6861, 0.5207, 0.0143], [5.8897, 2.4280, 1.6601], [4.1401, 4.2840, 1.6758], [1.5158, 4.7953, 1.0438], [2.4504, 5.4181, -0.3941], [1.0660, 4.2650, -0.7156], [1.8870, 2.1555, -1.6383], [0.2388, -0.3856, -3.5928], [-0.1305, -2.7127, -2.8809], [-2.5594, -0.6633, -2.9144], [-2.3451, -1.8242, -1.5550], [-1.2600, -0.0001, -0.1235], [-0.6180, 1.7393, -1.6556], [-2.2071, 2.4340, -0.9521], [-2.2342, 1.6244, -2.5880], [-4.3957, 1.7855, -1.1096], [-4.3628, 0.3008, -2.1268], [-5.0780, -1.1631, 1.0474], [-7.4511, -1.7475, 1.9235], [-9.5544, -0.6606, 0.9223], [-9.2587, 0.9666, -1.0530], [-6.9635, 1.5460, -1.9520], [4.3017, -1.7372, -4.3051], [2.7926, -1.2190, -4.5959], [4.7994, -3.5987, -2.6349], [-1.4767, 1.9533, 4.0301], [-0.4954, 3.0522, 4.1983], [-0.4608, 3.7355, 3.0675], [0.2369, 4.6987, 2.8669], [-1.4126, 3.1297, 2.0949], [-1.6189, 3.5186, 0.9712], [-2.0070, 2.0898, 2.6523], [-2.5236, 2.0861, 4.9714], [-0.8382, 0.7001, 4.1858]], "lowdin_charge": [-0.12, -0.26, -0.21, -0.41, -0.12, 0.40, -0.24, -0.24, -0.09, -0.08, -0.05, -0.22, -0.06, 0.01, -0.39, 0.52, -0.26, -0.41, -0.05, -0.12, -0.19, -0.14, -0.02, -0.08, -0.10, -0.11, -0.05, 0.70, -0.25, -0.38, 0.07, 0.06, 0.08, 0.10, 0.09, 0.12, 0.10, 0.09, 0.05, 0.09, 0.08, 0.08, 0.07, 0.09, 0.09, 0.11, 0.06, 0.08, 0.07, 0.10, -0.02, -0.04, 0.07, 0.09, 0.15, 0.07, 0.06, 0.09, 0.14, 0.13, 0.11, 0.09, 0.09, 0.09, 0.10, 0.02, 0.01, 0.04, -1.02, 0.22, -0.41, 0.11, -0.40, 0.11, 0.22, 0.11, 0.11], "total_charge": -1, "lumo_ev": 1.863, "molar_mass_g_mol": 600.5, "e_tot_ha": -2702.107216, "homo_energy_ev": -6.1082}

=====

{"formula": "C25H38CdN10O2", "method": "the ωB97M-V functional and the def2-TZVPD basis", "elements": ["Cd", "C", "C", "O", "N", "C", "C", "C", "C", "C", "C", "N", "H", "H", "H", "H", "H", "H", "H", "H", "H", "H", "N", "C", "C", "C", "C", "N", "H", "H", "H", "H", "H", "H", "H", "H", "H", "H", "H", "H", "C", "C", "N", "C", "C", "N", "C", "N", "N", "N", "C", "C", "C", "C", "C", "C", "H", "H", "H", "H", "H", "H", "H", "H", "H", "H", "H", "C", "C", "N", "O", "H", "H", "H", "H", "H"], "positions_angstrom": [[0.7406, -0.6832, 0.2449], [0.3156, -2.1196, 4.7869], [0.8168, -1.2345, 3.6633], [0.1559, -1.1090, 2.6260], [1.9805, -0.5966, 3.8700], [2.6278, 0.1834, 2.7821], [3.4521, -0.7431, 1.8500], [4.7142, -1.1313, 2.1556], [5.4613, -1.8882, 1.2759], [4.8379, -2.2798, 0.1092], [3.5477, -1.8024, -0.1643], [2.8606, -1.1102, 0.6881], [-0.7509, -2.0588, 4.8361], [0.7423, -1.9827, 5.7804], [0.4949, -3.1522, 4.4599], [2.4391, -0.6339, 4.7858], [3.4142, 0.7561, 3.2226], [1.8670, 0.7323, 2.2202], [5.1667, -0.8089, 3.1022], [6.4640, -2.2012, 1.4938], [5.3159, -2.8657, -0.6507], [3.0908, -2.0375, -1.1342], [1.0341, -0.6744, -2.1278], [-0.0407, 0.0848, -2.9156], [-1.4164, -0.4159, -2.7280], [-2.1373, -0.1657, -1.3339], [-2.2707, -1.4753, -0.6035], [-0.9780, -2.1069, -0.2243], [1.9034, -0.2490, -2.4190], [1.1378, -1.6302, -2.4470], [0.1706, 0.0538, -4.0096], [0.0293, 1.1311, -2.5731], [-1.5856, -1.4092, -3.0672], [-2.0493, 0.1334, -3.4554], [-3.1531, 0.1558, -1.4917], [-1.6570, 0.6229, -0.6881], [-2.8485, -2.1745, -1.2463], [-2.9047, -1.3831, 0.2744], [-0.5878, -2.6896, -0.9769], [-1.0288, -2.6553, 0.6225], [-1.2651, 1.8756, 1.7738], [-0.2338, 2.3977, 0.8477], [0.7211, 1.6123, 0.3975], [1.6036, 2.4139, -0.2956], [1.1319, 3.6814, -0.2911], [-0.0496, 3.6657, 0.4375], [-0.9522, 4.8240, 0.4948], [-1.9397, 4.7503, -0.5947], [-1.5120, 4.9816, -1.8727], [-2.4378, 4.7153, -2.7223], [-3.5442, 4.3183, -2.0456], [-4.8050, 3.8254, -2.4907], [-5.6798, 3.3514, -1.5778], [-5.3477, 3.3181, -0.1732], [-4.1318, 3.7731, 0.3341], [-3.2423, 4.2820, -0.6674], [-2.2709, 2.3361, 1.6728], [-1.0059, 1.9656, 2.8480], [-1.3164, 0.7932, 1.6466], [2.5069, 2.0556, -0.7905], [1.3710, 4.6226, -0.7895], [-0.3560, 5.7098, 0.3542], [-1.4131, 4.9585, 1.4705], [-5.0996, 3.8444, -3.5187], [-6.6460, 3.0237, -1.8867], [-6.1500, 2.9309, 0.4489], [-3.8644, 3.7867, 1.3889], [0.7173, -5.9632, -1.1811], [1.7216, -4.9626, -1.6595], [2.8155, -5.5033, -2.2145], [1.4650, -3.7208, -1.6823], [0.2382, -6.3102, -2.1058], [-0.0194, -5.5799, -0.5256], [1.2178, -6.8336, -0.7189], [2.9161, -6.4728, -2.2857], [3.4844, -4.8524, -2.6189]], "lowdin_charge": [1.39, 0.03, -0.51, -0.07, 0.10, -0.08, -0.24, -0.01, -0.01, -0.01, -0.15, -0.01, 0.08, 0.09, 0.10, 0.17, 0.12, 0.08, 0.14, 0.13, 0.11, 0.08, -0.04, -0.23, -0.19, -0.18, -0.26, -0.04, 0.07, 0.04, 0.13, 0.11, 0.10, 0.13, 0.11, 0.09, 0.13, 0.12, 0.06, 0.08, 0.01, -0.37, -0.03, -0.13, -0.03, 0.01, -0.02, -0.04, 0.05, 0.08, -0.22, -0.01, -0.08, -0.05, -0.02, -0.16, 0.07, 0.11, 0.05, 0.11, 0.14, 0.13, 0.15, 0.11, 0.10, 0.11, 0.10, 0.00, -0.54, 0.19, -0.06, 0.11, 0.06, 0.10, 0.10, 0.13], "total_charge": 2, "lumo_ev": -4.810, "molar_mass_g_mol": 623.1, "e_tot_ha": -1840.827305, "homo_energy_ev": -13.2277, "e_above_lowest_kj_mol": 0.0}

=====

{"formula": "C25H38F15NO13S2", "method": "the ωB97M-V functional and the def2-TZVPD basis", "elements": ["N", "C", "C", "C", "C", "C", "O", "S", "O", "O", "S", "H", "H", "H", "H", "H", "H", "H", "H", "H", "H", "H", "H", "H", "C", "C", "O", "C", "O", "C", "F", "F", "F", "H", "H", "H", "H", "H", "C", "C", "O", "C", "O", "C", "F", "F", "F", "H", "H", "H", "H", "H", "C", "C", "O", "C", "O", "C", "F", "F", "F", "H", "H", "H", "H", "H", "C", "C", "O", "C", "O", "C", "F", "F", "F", "H", "H", "H", "H", "H", "C", "C", "O", "C", "O", "C", "F", "F", "F", "H", "H", "H", "H", "H"], "positions_angstrom": [[-1.9574, -7.0266, 0.1684], [-1.7307, -5.5494, -0.1738], [-1.3789, -5.2725, -1.7490], [-0.1987, -6.2070, -2.3866], [1.2836, -5.4715, -2.4851], [2.0095, -5.2256, -1.0366], [1.3873, -4.2028, -0.1853], [1.2811, -2.6848, -0.9540], [2.6717, -2.3020, -1.5958], [1.0065, -1.5754, 0.3572], [-0.5120, -0.7782, 0.0692], [-1.0640, -7.5818, 0.0237], [-2.0513, -7.0125, 1.2288], [-2.7059, -4.9202, 0.1042], [-0.9042, -5.1786, 0.5887], [-2.3752, -5.5199, -2.3588], [-1.0860, -4.1414, -1.8988], [-0.0195, -7.2328, -1.8552], [-0.4975, -6.4467, -3.5171], [1.2591, -4.5143, -3.1883], [1.9739, -6.2530, -3.0672], [1.9269, -6.2564, -0.4400], [3.1795, -5.0704, -1.2009], [-0.2850, 0.5135, -0.4321], [4.2887, -0.5817, 0.0382], [5.3364, 0.2250, -0.7061], [5.3624, 1.5797, -0.2305], [6.0734, 1.8011, 0.9213], [6.6613, 0.9191, 1.5418], [6.0614, 3.2843, 1.2846], [4.8224, 3.8447, 1.1762], [6.8812, 4.0164, 0.4763], [6.4737, 3.5245, 2.5615], [3.3101, -0.0945, -0.0269], [4.2106, -1.5908, -0.3766], [4.5336, -0.6623, 1.1014], [5.0789, 0.2669, -1.7695], [6.3288, -0.2346, -0.6333], [-2.9721, 6.1100, 1.8608], [-3.0462, 4.5955, 1.9155], [-2.8643, 4.0336, 0.6066], [-1.5673, 3.9108, 0.1777], [-0.5926, 4.2552, 0.8411], [-1.5158, 3.2554, -1.2006], [-2.4330, 3.7743, -2.0669], [-1.7660, 1.9156, -1.1405], [-0.3037, 3.3885, -1.8101], [-3.6873, 6.5041, 1.1311], [-3.1904, 6.5438, 2.8410], [-1.9795, 6.4461, 1.5467], [-4.0407, 4.2896, 2.2568], [-2.3209, 4.1797, 2.6243], [5.8979, -6.0400, -6.4261], [5.4471, -7.4887, -6.4140], [5.8970, -8.1474, -5.2198], [5.1355, -7.9468, -4.0968], [4.1260, -7.2475, -4.0715], [5.6944, -8.7412, -2.9185], [7.0495, -8.6337, -2.8041], [5.4272, -10.0747, -3.0269], [5.1821, -8.3475, -1.7182], [6.9829, -5.9735, -6.2928], [5.6267, -5.5582, -7.3700], [5.4418, -5.4771, -5.6065], [5.8983, -8.0197, -7.2585], [4.3599, -7.5757, -6.5231], [-5.2254, 12.1281, 0.1461], [-5.6762, 10.6793, 0.1582], [-5.2263, 10.0207, 1.3524], [-5.9878, 10.2213, 2.4754], [-6.9973, 10.9205, 2.5007], [-5.4289, 9.4268, 3.6537], [-4.0738, 9.5343, 3.7681], [-5.6961, 8.0933, 3.5453], [-5.9412, 9.8205, 4.8540], [-4.1404, 12.1945, 0.2794], [-5.4966, 12.6099, -0.7978], [-5.6815, 12.6910, 0.9658], [-5.2250, 10.1483, -0.6863], [-6.7634, 10.5924, 0.0491], [-1.1413, -0.5777, 3.8890], [-2.3756, -0.5065, 3.0095], [-3.5243, -1.0085, 3.7101], [-4.1385, -0.1318, 4.5677], [-3.7558, 1.0197, 4.7577], [-5.3690, -0.7743, 5.2041], [-5.1345, -2.0447, 5.6424], [-6.4121, -0.8611, 4.3291], [-5.8346, -0.0830, 6.2828], [-0.9935, -1.5964, 4.2630], [-0.2509, -0.2721, 3.3318], [-1.2415, 0.0709, 4.7643], [-2.2363, -1.1444, 2.1305], [-2.5542, 0.5110, 2.6435]], "lowdin_charge": [-0.07, -0.29, -0.19, -0.20, -0.19, -0.24, -0.40, 0.96, -0.46, -0.78, 0.78, 0.06, 0.07, 0.12, 0.10, 0.12, 0.10, 0.10, 0.12, 0.12, 0.11, 0.15, 0.14, -0.11, -0.08, -0.20, 0.01, -0.33, 0.14, -0.47, 0.14, 0.14, 0.14, 0.07, 0.06, 0.08, 0.13, 0.13, -0.06, -0.21, 0.01, -0.33, 0.15, -0.47, 0.15, 0.10, 0.14, 0.08, 0.08, 0.08, 0.13, 0.13, -0.06, -0.21, 0.01, -0.32, 0.13, -0.47, 0.14, 0.14, 0.14, 0.09, 0.08, 0.08, 0.13, 0.13, -0.06, -0.21, 0.00, -0.32, 0.15, -0.47, 0.14, 0.14, 0.14, 0.08, 0.08, 0.08, 0.13, 0.13, -0.06, -0.24, 0.01, -0.32, 0.14, -0.47, 0.14, 0.14, 0.14, 0.09, 0.07, 0.08, 0.07, 0.12], "total_charge": 0, "lumo_ev": -0.469, "molar_mass_g_mol": 909.7, "e_tot_ha": -4302.511454, "homo_energy_ev": -9.4508}

=====

Q: Number 1 is which compound?
A: C25H38BF2NO7PSi2